96
Properties=species:S:1:pos:R:3:forces:R:3 method="wB97M-V/def2-TZVPD" charge=0 gap_ha=0.2836
C 0.1110 -3.1221 -1.9265 2.29 6.48 -0.09
C 0.5624 -1.9019 -1.6703 -3.30 -4.99 -0.14
P 0.7420 -0.1510 -0.9300 1.84 -2.38 -1.59
C 0.6874 1.0748 -2.3733 -0.37 0.91 -0.76
N 1.9528 1.1654 -3.1797 -1.23 -0.15 -0.34
C 1.6169 2.1560 -4.2892 -0.14 0.63 0.44
C 2.4456 -0.1718 -0.0026 8.68 -1.78 4.11
O 2.8443 0.8010 0.7596 -3.60 -2.41 -3.46
O 3.3188 -1.2732 -0.1041 -6.01 4.46 -1.04
C -0.5854 0.2593 0.3697 0.27 0.71 2.60
F -0.7696 -0.9085 1.1756 -0.08 2.81 -2.16
F -0.0400 1.2711 1.2576 -1.42 -2.47 -2.52
C -1.9520 0.8864 -0.2144 -1.58 1.38 1.99
F -2.8263 1.0603 0.9325 2.29 -0.52 -2.85
F -1.7832 2.2014 -0.7672 -0.06 -3.69 1.19
C -2.7568 -0.0606 -1.2404 -3.19 -0.63 -1.50
F -2.4998 -1.4506 -1.0946 -0.30 4.06 -0.53
F -4.1626 0.1076 -0.9332 3.72 -0.45 -1.01
F -2.6385 0.3593 -2.6153 0.23 -1.44 4.05
H -0.1706 -4.0643 -2.5337 0.61 1.96 1.64
H -0.1703 0.8295 -3.1205 0.83 0.24 1.81
H 0.5321 2.1273 -1.9042 0.08 -1.89 -0.62
H 2.0977 0.2727 -3.6794 -0.05 0.45 0.72
H 2.4160 2.9879 -4.3236 -1.16 -1.45 -0.13
H 0.6161 2.6765 -4.0201 1.57 -0.71 -0.69
H 1.4526 1.6520 -5.3129 0.73 0.56 2.95
C 5.6036 1.4467 3.2063 -0.36 -0.39 -0.04
Cl 7.0096 1.2218 2.1591 -0.01 -0.05 -0.03
Cl 5.5937 3.0633 3.9247 0.09 0.06 -0.04
H 4.6969 1.3160 2.6146 0.18 0.10 -0.04
H 5.6339 0.7049 4.0041 0.13 0.20 -0.08
C -0.6083 2.9637 -7.5834 -0.12 0.13 -0.41
Cl 0.9536 2.3279 -7.0503 -0.49 0.61 -1.87
Cl -1.8549 2.7022 -6.3573 -0.04 0.01 -0.02
H -0.5109 4.0332 -7.7673 0.04 -0.19 0.16
H -0.9027 2.4566 -8.5017 0.04 -0.01 0.24
C 6.3723 -3.0005 -0.2933 0.01 0.43 0.12
Cl 5.5839 -3.2492 -1.8545 0.06 0.09 -0.05
Cl 6.6196 -4.5362 0.5490 0.05 -0.05 0.08
H 7.3395 -2.5261 -0.4565 -0.14 -0.22 -0.04
H 5.7432 -2.3558 0.3209 -0.08 -0.18 -0.18
C -7.5741 1.4047 -1.0377 0.23 0.14 0.28
Cl -8.1413 2.6564 -2.1490 0.04 0.04 0.03
Cl -8.1037 -0.1997 -1.5590 0.02 -0.05 -0.02
H -6.4851 1.4254 -1.0068 -0.20 -0.05 -0.13
H -7.9751 1.6046 -0.0444 -0.05 -0.05 -0.23
C 3.0277 3.3210 6.3460 0.31 0.09 -0.02
Cl 1.7625 4.5464 6.1926 0.05 0.08 0.02
Cl 2.3341 1.7031 6.5074 -0.08 0.00 -0.11
H 3.6573 3.3472 5.4573 -0.33 -0.05 0.18
H 3.6269 3.5394 7.2299 -0.24 -0.06 -0.04
C -4.9337 -1.2473 -4.3321 -0.21 -0.09 0.15
Cl -5.0683 0.4595 -4.7721 -0.12 0.00 0.04
Cl -3.3599 -1.9062 -4.7979 0.00 -0.13 0.01
H -5.0537 -1.3454 -3.2532 0.10 0.09 -0.16
H -5.7168 -1.8070 -4.8426 0.20 0.14 -0.01
C 3.6490 -6.1743 -2.2132 0.25 0.32 0.13
Cl 2.4178 -4.9129 -2.3591 0.19 -0.05 0.02
Cl 2.9096 -7.7718 -2.0367 0.06 -0.15 -0.04
H 4.2723 -6.1693 -3.1118 -0.76 0.11 0.75
H 4.2633 -5.9689 -1.3365 -0.25 0.00 -0.05
C -7.2511 -2.3286 1.2004 -0.14 -0.10 -0.19
Cl -5.6238 -1.7065 0.9035 -0.14 -0.03 -0.05
Cl -7.5557 -2.5230 2.9316 0.03 -0.06 0.05
H -7.9778 -1.6285 0.7892 0.19 -0.04 0.12
H -7.3547 -3.2971 0.7118 0.10 0.13 0.17
C -8.0466 6.4229 -1.2995 -0.05 -0.17 -0.21
Cl -8.7948 8.0239 -1.2590 -0.03 -0.03 -0.09
Cl -7.1224 6.1117 0.1748 0.03 -0.12 -0.04
H -8.8278 5.6692 -1.3932 0.11 0.17 0.13
H -7.3757 6.3672 -2.1562 -0.06 0.10 0.21
C 4.8212 -1.3311 7.6147 -0.22 -0.12 0.06
Cl 6.2270 -1.5463 6.5643 -0.02 -0.09 -0.06
Cl 4.8052 0.2810 8.3383 0.13 -0.26 0.09
H 3.9146 -1.4630 7.0244 0.20 0.13 0.02
H 4.8556 -2.0756 8.4094 0.11 0.18 -0.12
C 4.3307 4.3105 10.6262 0.15 0.07 0.24
Cl 3.7538 5.5558 9.5121 0.04 0.05 0.04
Cl 3.8218 2.7006 10.1028 0.00 0.09 0.14
H 5.4192 4.3435 10.6614 -0.20 -0.04 -0.13
H 3.9233 4.5058 11.6176 -0.04 -0.05 -0.23
C 6.2140 3.0942 -1.2709 0.14 -0.14 0.28
Cl 5.6404 4.3385 -2.3896 0.02 0.14 0.00
Cl 5.6908 1.4860 -1.7813 0.04 -0.01 0.11
H 7.3029 3.1197 -1.2412 -0.21 0.00 -0.12
H 5.8132 3.2982 -0.2784 -0.05 -0.06 -0.22
C 5.3455 -8.6248 -4.4774 -0.19 -0.32 0.11
Cl 5.5808 -6.8720 -4.5196 0.65 -0.24 -0.77
Cl 6.6724 -9.4666 -5.2862 -0.06 -0.04 0.02
H 5.2996 -8.9507 -3.4389 0.10 0.13 -0.18
H 4.4112 -8.8685 -4.9821 0.21 0.12 0.01
C -11.0660 -2.1346 2.2294 0.12 0.05 0.19
Cl -11.6299 -0.8830 1.1149 0.06 0.10 0.02
Cl -11.5911 -3.7394 1.7065 0.07 -0.04 0.07
H -9.9775 -2.1127 2.2639 -0.31 -0.04 -0.06
H -11.4710 -1.9348 3.2210 -0.03 -0.05 -0.23